No. 1
Density functional theory data (ωB97M-V/def2-TZVPD) for a 4-piece molecular cluster, C24H49BrF3O7PSSi overall in a non-equilibrium geometry.

Last column: Mulliken charge in e.
Atoms and positions in Å:
C 2.703 0.048 4.322  -0.668
C 1.416 -0.574 4.457  -0.093
C 0.604 -1.354 3.339  -0.965
C 0.235 -0.513 2.040  -0.155
Br -1.080 -1.788 1.146  0.006
C 1.309 -0.326 0.847  0.427
S 1.472 -2.042 0.132  -0.190
C 2.641 0.515 1.080  0.566
C 3.465 0.710 -0.309  -0.541
O 4.467 1.740 -0.231  -0.502
Si 3.850 3.338 -0.458  0.527
C 2.200 3.470 -1.406  -0.723
C 5.162 4.263 -1.546  -0.997
C 3.598 4.161 1.251  -0.416
O 0.541 0.549 -0.055  -0.238
C -0.494 1.264 0.609  -0.271
O -1.161 2.059 -0.060  -0.559
C -0.646 0.839 2.181  0.851
C -2.267 0.657 2.251  -1.195
O -2.905 1.875 2.809  -0.250
C -4.086 2.173 2.128  0.900
F -4.763 3.173 2.876  -0.277
F -4.993 1.095 2.050  -0.246
F -3.874 2.763 0.858  -0.220
P 0.018 2.269 3.225  0.317
C -0.562 3.961 2.631  -0.460
C 0.568 5.063 3.037  -1.056
C -0.436 2.152 5.050  -0.676
C -1.385 0.934 5.469  -0.824
H 3.695 -0.522 4.245  0.355
H 2.745 1.184 4.236  0.112
H 0.942 -0.539 5.504  0.426
H -0.389 -1.709 3.796  0.457
H 1.186 -2.315 3.091  0.411
H 2.543 -2.644 0.780  0.152
H 2.371 1.498 1.581  -0.521
H 3.332 -0.144 1.724  0.219
H 2.782 0.769 -1.220  0.226
H 4.042 -0.280 -0.433  0.283
H 2.350 3.708 -2.518  0.351
H 1.512 2.571 -1.305  0.099
H 1.631 4.381 -0.984  0.261
H 5.301 3.709 -2.547  0.262
H 4.754 5.298 -1.782  0.282
H 6.190 4.276 -1.049  0.268
H 4.251 3.628 2.019  0.272
H 3.798 5.278 1.173  0.384
H 2.512 3.946 1.561  -0.299
H -2.572 -0.181 2.974  0.192
H -2.733 0.528 1.216  0.597
H -0.779 4.045 1.522  0.400
H -1.495 4.263 3.236  0.441
H 0.972 5.507 2.066  0.285
H 1.455 4.603 3.583  0.305
H 0.119 5.914 3.643  0.284
H -0.956 3.110 5.424  0.420
H 0.531 2.054 5.662  0.403
H -2.496 1.232 5.470  0.245
H -1.180 0.569 6.541  0.336
H -1.319 0.026 4.777  0.024
C -3.142 -1.882 -3.203  -0.810
C -2.770 -3.346 -3.077  -0.117
O -1.375 -3.481 -2.803  -0.541
H -2.568 -1.409 -4.002  0.244
H -4.207 -1.767 -3.418  0.381
H -2.908 -1.343 -2.280  0.109
H -2.984 -3.876 -4.008  0.144
H -3.333 -3.825 -2.270  0.335
H -1.197 -3.017 -1.975  0.212
C 1.677 -1.949 -5.651  -1.083
C 0.525 -1.067 -5.210  0.124
O -0.665 -1.836 -5.089  -0.460
H 1.451 -2.424 -6.609  0.262
H 2.597 -1.368 -5.753  0.361
H 1.847 -2.752 -4.929  0.322
H 0.344 -0.279 -5.945  0.296
H 0.740 -0.597 -4.245  -0.061
H -0.501 -2.528 -4.429  0.268
C -3.531 -7.366 -5.166  -0.815
C -4.337 -7.721 -3.932  -0.234
O -3.470 -7.914 -2.821  -0.513
H -2.813 -8.156 -5.396  0.279
H -4.184 -7.220 -6.030  0.304
H -2.956 -6.450 -5.001  0.158
H -4.893 -8.647 -4.092  0.299
H -5.052 -6.928 -3.689  0.237
H -2.989 -7.088 -2.680  0.295

Calculated values
Multiplicity   1
Lowest unoccupied orbital energy   -0.0368 Ha
HOMO-LUMO gap   7.1 eV
Strongest force on any atom   4.01 eV Å⁻¹
Net charge   0

***

No. 2
Density functional theory data (ωB97M-V/def2-TZVPD) for C24H49ClDyP2S as an isolated structure in a non-equilibrium geometry.

Last column: Mulliken spin population.
Atoms and positions in Å:
Dy -0.536 0.450 -0.224  4.972
Cl -2.453 -0.945 -1.050  -0.005
P -1.286 2.634 -1.569  0.027
C -3.087 2.907 -1.323  -0.003
C -0.167 3.969 -0.912  0.007
C -0.951 1.954 -3.241  0.002
C -3.650 2.425 0.034  0.007
H -3.555 2.291 -2.116  -0.001
C -3.311 4.394 -1.580  -0.002
H -2.839 4.999 -0.793  0.000
H -4.390 4.592 -1.581  0.000
H -2.903 4.699 -2.553  0.000
H -3.669 1.330 0.106  0.000
H -4.682 2.786 0.128  0.000
H -3.078 2.801 0.891  -0.001
H -1.700 1.141 -3.344  0.000
C 0.438 1.316 -3.475  -0.002
C -1.296 3.115 -4.180  -0.001
H -2.377 3.309 -4.174  0.000
H -1.002 2.854 -5.205  0.000
H -0.766 4.032 -3.887  0.000
H 0.953 0.930 -2.573  0.009
H 1.118 2.034 -3.972  0.000
H 0.326 0.452 -4.147  -0.001
C -0.307 4.048 0.628  -0.002
H -0.570 4.888 -1.387  -0.001
C 1.300 3.752 -1.324  -0.004
H -1.335 4.235 0.954  0.000
H 0.324 4.866 0.995  0.000
H 0.045 3.122 1.130  0.003
H 1.733 2.838 -0.876  0.002
H 1.894 4.590 -0.946  0.000
H 1.430 3.697 -2.409  0.000
H -1.598 0.596 1.335  -0.009
H 0.566 -0.971 -0.906  0.001
P -0.464 -3.413 1.413  0.004
C -0.851 -4.422 -0.057  0.000
C 1.210 -3.603 2.154  -0.001
C -1.919 -3.051 2.435  0.001
C -0.324 -3.891 -1.405  -0.001
H -1.957 -4.398 -0.130  0.000
C -0.361 -5.832 0.277  0.000
H 0.735 -5.863 0.297  0.000
H -0.722 -6.545 -0.475  0.000
H -0.728 -6.157 1.259  0.000
H -0.858 -2.981 -1.698  0.000
H -0.487 -4.650 -2.180  0.000
H 0.745 -3.646 -1.374  0.001
H -2.704 -2.832 1.680  0.000
C -1.853 -1.804 3.350  -0.003
C -2.190 -4.376 3.162  0.000
H -2.524 -5.146 2.452  0.000
H -2.967 -4.252 3.929  0.000
H -1.280 -4.746 3.653  0.000
H -1.016 -1.140 3.106  0.002
H -1.799 -2.092 4.416  0.000
H -2.759 -1.199 3.216  0.000
C 2.281 -3.314 1.075  0.002
H 1.266 -4.665 2.479  0.000
C 1.415 -2.675 3.363  0.001
H 2.243 -4.014 0.236  0.000
H 3.280 -3.378 1.516  0.000
H 2.153 -2.296 0.670  -0.001
H 1.450 -1.619 3.046  -0.001
H 2.368 -2.906 3.849  0.000
H 0.625 -2.779 4.111  0.000
S 1.426 0.710 1.584  -0.009
C 2.906 1.126 0.834  0.005
C 3.710 2.124 1.433  -0.001
C 4.934 2.478 0.887  0.000
C 5.402 1.831 -0.277  0.000
C 4.617 0.840 -0.872  -0.001
C 3.388 0.475 -0.333  0.006
H 3.335 2.597 2.349  0.000
H 5.536 3.248 1.362  0.000
H 6.361 2.098 -0.694  0.000
H 4.978 0.337 -1.773  0.000
H 2.781 -0.311 -0.780  -0.003

Calculated values
Multiplicity   6
Expectation value of S²   9.33
Lowest unoccupied orbital energy (spin up / spin down)   0.0896 / 0.0897 Ha
HOMO-LUMO gap (spin up / spin down)   5.4 / 5.4 eV
Strongest force on any atom   5.00 eV Å⁻¹
Net charge   -1

***

No. 3
Density functional theory data (ωB97M-V/def2-TZVPD) for C24H49LuN5O2S3Sb2Si3 as an isolated structure in a non-equilibrium geometry.

Last column: Mulliken spin population.
Atoms and positions in Å:
Lu 13.226 13.129 13.898  0.019
S 11.431 17.613 11.284  0.112
Sb 13.042 15.859 11.453  0.002
S 14.453 15.319 13.313  0.063
S 11.473 13.616 12.111  0.007
C 21.043 11.639 8.831  0.000
C 21.098 11.828 10.324  0.000
C 21.275 10.532 11.193  0.000
C 19.952 12.762 10.832  0.000
N 18.638 12.192 10.658  -0.001
C 17.490 12.714 10.095  -0.001
N 16.464 11.958 10.366  0.004
N 16.980 10.885 11.051  0.002
N 18.273 11.014 11.241  0.001
H 21.664 10.837 8.353  0.000
H 21.424 12.543 8.380  0.000
H 19.987 11.462 8.511  0.000
H 22.006 12.400 10.556  0.000
H 20.240 10.127 11.449  0.000
H 21.746 10.713 12.134  0.000
H 21.846 9.739 10.683  0.000
H 19.907 13.680 10.305  0.000
H 19.967 13.117 11.922  0.000
H 17.496 13.669 9.575  -0.001
C 13.570 14.437 18.224  0.000
C 12.197 13.963 18.122  -0.001
C 11.397 13.813 19.255  -0.001
C 10.073 13.266 19.229  0.000
C 9.668 12.754 18.020  -0.001
C 10.440 12.882 16.833  -0.001
C 9.777 12.323 15.582  0.000
C 11.760 13.525 16.824  0.005
N 12.540 13.592 15.800  -0.002
H 13.929 14.895 17.316  0.001
H 14.244 13.611 18.460  0.000
H 13.663 15.118 19.092  0.000
H 11.894 13.962 20.186  0.000
H 9.470 13.197 20.109  0.000
H 8.708 12.190 17.949  0.000
H 9.543 13.159 14.916  0.001
H 8.886 11.804 15.843  -0.001
H 10.482 11.622 15.112  -0.001
C 5.990 6.778 13.320  0.000
Si 7.647 6.675 12.520  0.000
C 7.511 7.917 11.000  0.000
C 7.906 4.892 11.908  0.000
Sb 12.778 12.895 10.180  0.766
Si 9.183 7.130 14.315  0.000
C 9.156 8.945 14.375  0.000
C 8.676 6.354 15.950  0.000
C 10.790 6.480 13.705  0.000
Si 10.895 13.694 8.551  -0.052
C 10.616 12.047 7.700  0.059
C 11.838 15.012 7.552  0.020
C 9.464 14.565 9.502  0.004
H 5.960 6.621 14.357  0.000
H 5.347 6.044 12.840  0.000
H 5.524 7.783 13.104  0.000
H 6.579 8.009 10.457  0.000
H 8.287 7.578 10.244  0.000
H 7.863 8.885 11.309  0.000
H 7.259 4.649 11.030  0.000
H 7.733 4.195 12.701  0.000
H 8.934 4.797 11.490  0.000
H 10.126 9.318 14.106  0.000
H 8.944 9.394 15.376  0.000
H 8.346 9.386 13.755  0.000
H 7.591 6.393 16.085  0.000
H 9.099 7.034 16.637  0.000
H 9.089 5.296 15.915  0.000
H 11.432 6.157 14.549  0.000
H 11.397 7.222 13.101  0.000
H 10.561 5.645 13.105  0.000
H 10.084 11.388 8.403  -0.006
H 11.439 11.444 7.331  -0.004
H 9.869 12.228 6.833  0.000
H 12.488 14.497 6.791  0.004
H 12.390 15.761 8.158  -0.003
H 11.069 15.435 6.905  -0.001
H 9.025 15.229 8.687  -0.001
H 9.761 15.163 10.345  0.000
H 8.681 13.926 9.864  0.002
C 15.218 9.566 14.070  0.001
C 14.679 10.992 13.958  0.004
O 15.069 12.109 14.415  0.001
O 13.517 11.011 13.343  -0.002
H 16.195 9.508 14.538  0.000
H 15.444 9.321 13.032  0.000
H 14.562 8.945 14.718  0.000

Calculated values
Multiplicity   2
Expectation value of S²   0.76
Lowest unoccupied orbital energy (spin up / spin down)   0.1248 / 0.1248 Ha
HOMO-LUMO gap (spin up / spin down)   3.4 / 3.4 eV
Strongest force on any atom   3.20 eV Å⁻¹
Net charge   -2
ΔE to the lowest compared entry with this formula, charge and spin   1.432 eV

***

Q: What is the formula in the third record?
A: C24H49LuN5O2S3Sb2Si3

***

Q: multiplicity of number 1 (C24H49BrF3O7PSSi)?
A: 1

***

Q: Look up the strongest force on any atom of the third one.
A: 3.20 eV Å⁻¹